{
  "formula": "C60H76As2BrKN3S2SbSi3",
  "method": "ωB97M-V/def2-TZVPD",
  "species": ["K", "C", "C", "C", "C", "N", "C", "C", "C", "C", "C", "C", "N", "C", "C", "C", "C", "C", "N", "H", "H", "H", "H", "H", "H", "H", "H", "H", "H", "H", "S", "C", "C", "C", "C", "C", "C", "As", "C", "C", "C", "C", "C", "C", "C", "C", "C", "C", "C", "C", "H", "H", "H", "H", "H", "H", "H", "H", "H", "H", "H", "H", "H", "H", "C", "Si", "C", "C", "As", "Si", "C", "C", "C", "Si", "C", "C", "C", "H", "H", "H", "H", "H", "H", "H", "H", "H", "H", "H", "H", "H", "H", "H", "H", "H", "H", "H", "H", "H", "H", "H", "H", "H", "H", "H", "C", "C", "Sb", "C", "C", "C", "C", "H", "H", "H", "H", "H", "H", "H", "H", "H", "H", "H", "H", "H", "H", "H", "Br", "C", "C", "C", "C", "C", "C", "H", "H", "H", "H", "S", "C", "C", "C", "C", "C", "C", "H", "H", "H", "H", "H"],
  "xyz": [[0.218, -1.027, -0.270], [-3.249, -1.458, -4.412], [-4.491, -2.063, -4.485], [-4.982, -2.722, -3.371], [-4.214, -2.775, -2.206], [-3.019, -2.176, -2.138], [-2.564, -1.539, -3.205], [-4.695, -3.482, -0.992], [-5.819, -4.318, -1.023], [-6.215, -4.943, 0.142], [-5.500, -4.740, 1.308], [-4.385, -3.898, 1.256], [-4.012, -3.292, 0.135], [-3.535, -3.682, 2.458], [-4.043, -3.825, 3.749], [-3.188, -3.678, 4.830], [-1.852, -3.405, 4.597], [-1.439, -3.258, 3.276], [-2.253, -3.385, 2.239], [-2.822, -0.930, -5.254], [-5.078, -2.013, -5.394], [-5.966, -3.170, -3.408], [-1.606, -1.049, -3.089], [-6.371, -4.490, -1.936], [-7.073, -5.606, 0.139], [-5.772, -5.258, 2.216], [-5.096, -4.023, 3.907], [-3.565, -3.780, 5.841], [-1.140, -3.313, 5.407], [-0.400, -3.054, 3.035], [1.959, -3.230, 1.445], [2.496, -3.247, 3.077], [3.073, -4.381, 3.680], [3.488, -4.354, 4.998], [3.353, -3.196, 5.759], [2.794, -2.063, 5.181], [2.370, -2.068, 3.857], [1.450, -0.639, 2.911], [1.529, 0.633, 4.433], [2.436, 1.676, 4.573], [2.426, 2.482, 5.705], [1.523, 2.239, 6.729], [0.603, 1.204, 6.603], [0.605, 0.424, 5.459], [2.822, 0.202, 1.820], [2.251, 1.273, 1.001], [2.825, 1.979, 0.026], [4.241, 1.825, -0.397], [5.136, 0.285, 0.855], [4.084, -0.231, 1.780], [3.179, -5.280, 3.085], [3.921, -5.244, 5.445], [3.679, -3.178, 6.793], [2.698, -1.163, 5.777], [3.165, 1.854, 3.789], [3.138, 3.295, 5.800], [1.531, 2.851, 7.624], [-0.105, 1.006, 7.400], [-0.118, -0.381, 5.345], [1.201, 1.480, 1.206], [2.218, 2.700, -0.513], [4.498, 2.507, -1.209], [6.087, -0.225, 1.017], [4.360, -1.081, 2.396], [-1.194, 2.818, 3.697], [-0.851, 4.027, 2.278], [-1.758, 5.638, 2.793], [0.970, 4.565, 2.419], [-1.223, 2.790, 0.279], [-1.492, 4.609, -1.207], [-1.647, 6.332, -0.402], [-3.007, 4.579, -2.354], [0.084, 4.660, -2.254], [-3.473, 2.262, 0.723], [-4.512, 3.613, 1.588], [-4.538, 1.778, -0.773], [-3.513, 0.710, 1.808], [-0.679, 3.120, 4.611], [-0.843, 1.818, 3.438], [-2.265, 2.760, 3.910], [-1.715, 5.754, 3.879], [-2.807, 5.663, 2.494], [-1.261, 6.499, 2.343], [1.114, 5.184, 3.308], [1.283, 5.147, 1.547], [1.636, 3.704, 2.496], [-2.500, 6.371, 0.280], [-1.796, 7.098, -1.168], [-0.750, 6.589, 0.165], [-3.924, 4.812, -1.807], [-3.129, 3.605, -2.825], [-2.885, 5.322, -3.145], [0.880, 5.198, -1.732], [-0.060, 5.128, -3.230], [0.425, 3.636, -2.420], [-4.469, 4.555, 1.033], [-4.159, 3.807, 2.603], [-5.559, 3.305, 1.646], [-4.835, 2.636, -1.378], [-5.444, 1.279, -0.419], [-4.004, 1.073, -1.414], [-2.858, 0.790, 2.677], [-3.184, -0.156, 1.224], [-4.528, 0.511, 2.163], [0.505, -5.444, -5.027], [0.257, -4.884, -3.631], [0.986, -2.841, -3.252], [3.082, -3.459, -3.428], [3.827, -3.705, -4.735], [0.366, -2.078, -5.222], [1.449, -1.988, -6.289], [0.090, -6.453, -5.131], [1.572, -5.501, -5.245], [0.041, -4.819, -5.792], [0.740, -5.508, -2.876], [-0.814, -4.877, -3.411], [3.092, -4.359, -2.804], [3.598, -2.686, -2.861], [3.360, -4.468, -5.361], [4.844, -4.041, -4.506], [3.915, -2.791, -5.322], [-0.043, -1.085, -5.025], [-0.463, -2.712, -5.548], [2.258, -1.344, -5.942], [1.055, -1.562, -7.217], [1.863, -2.971, -6.517], [0.147, 2.622, -6.789], [-0.030, 1.914, -4.992], [1.083, 1.433, -4.335], [0.935, 0.965, -3.026], [-0.282, 0.967, -2.311], [-1.362, 1.447, -3.079], [-1.271, 1.917, -4.390], [2.051, 1.418, -4.824], [1.839, 0.592, -2.548], [-2.358, 1.453, -2.634], [-2.142, 2.284, -4.924], [3.420, -0.842, -1.193], [4.667, 0.328, -0.655], [5.863, 0.249, -1.564], [6.984, 0.981, -1.515], [7.306, 2.035, -0.557], [6.551, 2.408, 0.480], [5.215, 1.838, 0.822], [5.778, -0.506, -2.336], [7.750, 0.785, -2.260], [8.244, 2.556, -0.728], [6.904, 3.216, 1.113], [4.807, 2.322, 1.711]],
  "mol_weight_da": 1378.29,
  "total_charge": -2,
  "de_lowest_kcal_mol": 56.94,
  "spin_multiplicity": 1,
  "largest_force_ev_per_a": 1.11,
  "gap_ev": 4.854,
  "homo_ha": -0.052,
  "energy_ha": -12046.8185,
  "e_lumo_ev": 3.447
}